Run 1
A cluster of 12 separate species, C17H58N4O12 in total, computed with ωB97M-V with the def2-TZVPD basis set.

Geometry as ORCA input:
```
! RIJCOSX wB97M-V def2-TZVPD def2/J DEFGRID3
* xyz 0 1
C 20.7770 10.3110 2.8410
C 22.2970 10.6040 2.8890
O 22.9460 9.7000 3.6840
H 20.6090 9.2350 2.4790
H 20.2870 10.9660 2.2300
H 20.3620 10.3110 3.8140
H 22.3960 11.6330 3.1860
H 22.8310 10.5280 1.9570
H 22.7520 8.7960 3.4020
C 20.1150 15.8110 -4.3950
C 20.8510 14.4850 -4.1310
O 19.8990 13.4530 -3.9420
H 19.2020 15.7220 -3.8050
H 19.8910 15.8120 -5.4880
H 20.6380 16.7440 -4.0850
H 21.4690 14.6110 -3.2120
H 21.6000 14.1800 -4.8950
H 20.3540 12.7010 -3.5520
C 19.6250 8.0330 -6.7870
C 21.1470 7.9850 -7.2420
O 21.1160 7.2250 -8.3910
H 19.5240 8.5370 -5.8650
H 19.2580 7.0390 -6.6300
H 19.1020 8.6040 -7.5120
H 21.8780 7.5580 -6.6060
H 21.4250 9.0410 -7.4730
H 21.8580 6.6320 -8.3810
C 24.5600 8.5250 0.2100
C 23.4880 9.2870 -0.4570
O 22.2340 8.6640 -0.3160
H 25.4550 9.0900 0.1360
H 24.7700 7.5310 -0.2540
H 24.3000 8.2520 1.2600
H 23.6990 9.3600 -1.4780
H 23.4850 10.3450 -0.1150
H 21.6540 9.2090 -0.8160
C 24.0830 7.5260 -4.5480
C 23.8200 5.9940 -4.7460
O 23.8200 5.4610 -3.4450
H 24.8500 7.7820 -3.7790
H 23.1360 8.0460 -4.3500
H 24.4580 7.8400 -5.4780
H 24.7590 5.6310 -5.1820
H 23.0080 5.7500 -5.4160
H 23.7890 4.4870 -3.4580
C 20.9970 10.5080 -2.6460
O 20.6820 9.6160 -3.7020
N 21.7520 11.5480 -2.8420
N 20.5680 10.4890 -1.4130
H 22.1800 11.7140 -3.7860
H 21.9990 12.1960 -2.1060
H 19.9100 9.7040 -1.2140
H 20.6740 11.1490 -0.5970
C 18.4180 7.8760 -0.3960
O 17.0480 7.7470 -0.0070
N 19.4470 7.5930 0.3940
N 18.7780 8.4470 -1.5250
H 19.2050 7.1590 1.2910
H 20.4440 7.6750 0.1410
H 18.0780 8.7700 -2.1770
H 19.5890 7.9200 -2.0270
C 20.6930 6.4970 -3.7130
O 20.8980 7.2020 -2.4950
H 21.3950 6.9630 -4.4450
H 19.6460 6.5940 -3.9750
H 20.8600 5.4460 -3.6950
H 21.6240 6.7310 -1.9380
C 17.3450 10.7480 -3.9070
O 16.7660 9.5900 -3.3740
H 16.6480 11.1860 -4.6910
H 18.2740 10.5230 -4.4280
H 17.6310 11.4970 -3.1560
H 16.6000 9.0590 -4.1370
C 22.9770 10.6210 -5.6910
O 22.4320 11.9550 -5.5640
H 23.8680 10.4900 -5.0070
H 23.3770 10.5200 -6.7310
H 22.1950 9.8810 -5.5200
H 21.7400 12.1830 -6.2110
C 18.0180 11.2400 0.3400
O 16.6630 11.0220 0.7740
H 18.2960 12.0840 0.8730
H 18.0650 11.3570 -0.7490
H 18.7410 10.4560 0.6240
H 16.2480 11.8760 0.8710
C 21.0330 13.4940 1.3900
O 20.8710 12.8500 0.1080
H 20.2800 13.1900 2.0990
H 20.7960 14.5230 1.2380
H 22.0370 13.3520 1.7080
H 20.1360 13.3250 -0.3130
*
```

The value obtained for the HOMO-LUMO gap is 8.4 eV. For the LUMO energy, the calculation gives 0.25 eV.

Run 2
A cluster of 12 separate species, C17H58N4O12 in total, computed with ωB97M-V with the def2-TZVPD basis set.

Geometry as ORCA input:
```
! RIJCOSX wB97M-V def2-TZVPD def2/J DEFGRID3
* xyz 0 1
C 18.0096 -15.9730 -7.9701
C 16.7631 -16.4214 -8.7584
O 16.5664 -17.8284 -8.5392
H 17.9320 -14.9183 -7.8539
H 18.9384 -16.1754 -8.4519
H 17.9328 -16.3455 -6.9329
H 16.7434 -15.9666 -9.7501
H 15.8763 -16.0264 -8.2697
H 15.6468 -18.0582 -8.4664
C 8.8425 -16.9332 -10.4700
C 9.9432 -17.2442 -11.4719
O 10.4310 -16.0458 -12.0684
H 8.6423 -17.8985 -9.9330
H 7.8921 -16.5570 -10.9156
H 9.0471 -16.2312 -9.6400
H 9.4545 -17.8403 -12.2236
H 10.7170 -17.8539 -11.0447
H 10.2687 -16.1371 -13.0419
C 14.7018 -17.1048 -11.5010
C 15.5539 -17.5841 -12.6513
O 16.8859 -17.2187 -12.2576
H 14.8521 -17.6636 -10.5801
H 13.6466 -17.3002 -11.7895
H 14.7038 -16.0134 -11.3403
H 15.3847 -17.0913 -13.6622
H 15.3751 -18.6192 -12.7423
H 17.2987 -17.8406 -11.6824
C 12.3025 -23.8650 -10.2602
C 13.8414 -23.6675 -10.1238
O 14.4544 -23.1979 -11.3445
H 12.2002 -24.6351 -10.9778
H 11.8177 -22.9464 -10.4995
H 11.8992 -24.1418 -9.2174
H 14.4705 -24.4427 -9.6590
H 14.0310 -22.8263 -9.4706
H 15.3179 -23.5723 -11.1491
C 9.1235 -19.5868 -7.3244
C 9.1912 -20.3356 -8.7600
O 10.1758 -19.8340 -9.6213
H 8.4612 -18.6710 -7.4592
H 10.0903 -19.1323 -7.1209
H 8.7361 -20.1392 -6.4307
H 8.1834 -20.2255 -9.2193
H 9.3074 -21.4228 -8.7168
H 10.0202 -20.2786 -10.4059
C 13.1976 -15.3907 -5.1939
O 13.1830 -15.1145 -3.7853
N 12.4491 -14.8711 -6.0476
N 14.1259 -16.1417 -5.7056
H 11.9560 -14.0615 -5.5714
H 12.4692 -14.8699 -7.0692
H 14.7498 -16.6617 -5.0762
H 14.1090 -16.6227 -6.5992
C 12.8286 -18.4010 -8.3634
O 13.9432 -17.6947 -7.8815
N 12.6106 -19.7122 -8.2669
N 11.8240 -17.7834 -8.9334
H 13.4357 -20.3657 -8.0321
H 11.7650 -19.9669 -8.6634
H 11.7407 -16.7275 -8.9115
H 10.9337 -18.2588 -9.1765
C 14.9659 -20.5307 -6.2730
O 14.7966 -21.1764 -7.5981
H 14.1686 -19.8198 -5.9677
H 15.8881 -20.1083 -5.9414
H 14.9547 -21.3630 -5.5055
H 15.6720 -21.5379 -7.8478
C 12.7738 -14.9308 -9.4447
O 11.5863 -14.9941 -8.6544
H 13.7218 -15.2273 -8.8190
H 13.0657 -13.9931 -9.9286
H 12.7020 -15.6912 -10.2717
H 10.9395 -14.4067 -9.1784
C 11.9173 -22.5121 -6.9500
O 11.7034 -21.3650 -6.1387
H 11.5150 -23.3845 -6.4671
H 12.9302 -22.7994 -7.3106
H 11.2389 -22.3154 -7.7816
H 12.1815 -20.6180 -6.4865
C 9.2047 -15.8843 -6.5932
O 8.7941 -15.3258 -5.3814
H 10.2678 -16.1669 -6.5176
H 9.1189 -15.1060 -7.3829
H 8.5858 -16.6860 -6.9108
H 9.2448 -14.4674 -5.2403
C 12.5880 -20.3301 -11.5519
O 13.8637 -20.6412 -12.0687
H 12.3326 -21.0097 -10.8149
H 11.8220 -20.3265 -12.2993
H 12.6817 -19.3423 -11.0341
H 14.1130 -21.5877 -11.8849
*
```

The value obtained for the HOMO-LUMO gap is 8.0 eV. For the LUMO energy, the calculation gives -0.03 eV.

The computed energies, referenced to the most stable structure and given in eV, are run 1 0.000; run 2 0.717.